(1)
Here is one molecule with the formula C3H4O2 from the OMol25 dataset. Energies are from ωB97M-V with the def2-TZVPD basis set.

Structure (XYZ):
```
9
Properties=species:S:1:pos:R:3:lowdin_charge:R:1
O 2.495 0.481 -0.310 0.04
C 1.513 0.018 0.207 -0.36
C 0.182 0.331 -0.126 -0.11
C -0.928 -0.132 0.441 -0.18
O -2.096 -0.085 -0.255 0.01
H 1.628 -0.884 0.972 0.15
H 0.051 0.784 -1.230 0.17
H -1.015 -0.694 1.455 0.17
H -1.831 0.182 -1.155 0.10
```

Output
multiplicity: 1
LUMO energy: 0.41 eV
SMILES: O=C/C=C/O
frontier orbital gap: 10.24 eV

=====

(2)
Here is a 2-piece molecular cluster, C3H4O2 overall from the OMol25 dataset. Energies are from ωB97M-V with the def2-TZVPD basis set.

Structure (XYZ):
```
9
Properties=species:S:1:pos:R:3:lowdin_charge:R:1
C 0.785 0.430 0.362 -0.05
C 1.179 -0.759 0.439 -0.05
O 1.510 -0.254 -0.816 -0.04
H 0.765 1.427 0.689 0.12
H 1.059 -1.778 0.519 0.12
C -1.290 0.255 -0.329 -0.21
O -1.574 -0.946 -0.323 -0.04
H -1.590 0.842 0.561 0.10
H -0.845 0.782 -1.101 0.07
```

Output
multiplicity: 1
LUMO energy: -0.33 eV
SMILES: C1=CO1.C=O
frontier orbital gap: 8.36 eV

=====

(3)
Here is one molecule with the formula C3H4O2 from the OMol25 dataset. Energies are from ωB97M-V with the def2-TZVPD basis set.

Structure (XYZ):
```
9
Properties=species:S:1:pos:R:3:lowdin_charge:R:1
O 2.330 0.047 -0.095 0.09
C 1.135 -0.245 -0.010 -0.20
C -0.104 -0.931 -0.157 -0.10
C -0.524 0.422 0.529 -0.19
O -0.909 1.513 -0.252 -0.03
H -0.589 -1.185 -1.187 0.15
H -0.163 -1.611 0.652 0.11
H -0.869 0.501 1.510 0.09
H -0.307 1.488 -0.989 0.08
```

Output
multiplicity: 1
LUMO energy: 0.55 eV
SMILES: O=C1C[C@@H]1O
frontier orbital gap: 8.30 eV

=====

(4)
Here is one molecule with the formula C3H4O2 from the OMol25 dataset. Energies are from ωB97M-V with the def2-TZVPD basis set.

Structure (XYZ):
```
9
Properties=species:S:1:pos:R:3:lowdin_charge:R:1
C 0.540 -0.335 0.149 -0.22
C 1.566 0.168 -0.828 0.15
C -0.997 -0.122 -0.014 -0.51
O -1.860 -1.018 0.109 0.05
O -1.245 1.152 -0.116 0.15
H 0.721 -1.472 0.529 0.17
H 0.891 0.429 0.826 0.11
H 2.497 -0.241 -0.440 -0.01
H -2.113 1.440 -0.215 0.10
```

Output
multiplicity: 1
LUMO energy: -0.56 eV
frontier orbital gap: 8.73 eV

=====

(5)
Here is an isolated ion of composition C3H4O2S and charge -2 from the OMol25 dataset. Energies are from ωB97M-V with the def2-TZVPD basis set.

Structure (XYZ):
```
10
Properties=species:S:1:pos:R:3:lowdin_charge:R:1
O -1.420 -1.769 -0.284 -0.13
C -1.372 -0.833 0.553 -0.76
O -2.303 -0.483 1.333 -0.16
C -0.114 0.080 0.559 -0.26
C 0.652 0.218 -0.748 -0.77
S 2.178 1.296 -0.660 -0.12
H 0.579 -0.338 1.293 0.08
H -0.387 1.067 0.925 0.07
H 0.957 -0.755 -1.100 0.01
H 0.033 0.654 -1.545 0.03
```

Output
multiplicity: 1
LUMO energy: 6.28 eV
SMILES: O=C([O-])CC[S-]
frontier orbital gap: 5.52 eV
charge: -2

=====

(6)
Here is a 2-piece molecular cluster, C3H4O2S overall from the OMol25 dataset. Energies are from ωB97M-V with the def2-TZVPD basis set.

Structure (XYZ):
```
10
Properties=species:S:1:pos:R:3:lowdin_charge:R:1
C 2.947 2.238 -0.438 0.08
C 2.715 1.094 -0.188 -0.24
C -1.331 -1.030 -0.020 0.09
O 3.923 -1.293 -0.466 -0.37
O 1.608 -1.099 0.519 -0.39
S 2.978 -0.553 0.459 0.86
H 2.863 3.282 -0.787 0.07
H -2.211 -1.728 0.086 0.02
H -1.250 -0.135 0.429 -0.07
H -0.428 -1.308 -0.535 -0.04
```

Output
multiplicity: 1
LUMO energy (alpha / beta): 0.15 / -3.24 eV
frontier orbital gap (alpha / beta): 10.96 / 5.26 eV

=====

(7)
Here is one molecule with the formula C3H4O2S from the OMol25 dataset. Energies are from ωB97M-V with the def2-TZVPD basis set.

Structure (XYZ):
```
10
Properties=species:S:1:pos:R:3:lowdin_charge:R:1
C -1.907 0.166 0.091 -0.34
S -0.460 -0.845 -0.379 0.93
C 0.862 0.309 -0.193 -0.69
O 0.745 1.501 -0.282 0.06
C 2.067 -0.539 0.071 -0.26
O 3.218 -0.221 -0.185 0.09
H -1.377 1.161 -0.098 0.05
H -2.372 0.067 1.042 0.03
H -2.631 -0.071 -0.644 0.01
H 1.854 -1.530 0.577 0.11
```

Output
multiplicity: 1
LUMO energy: -1.10 eV
SMILES: CSC(=O)C=O
frontier orbital gap: 8.82 eV

=====

(8)
Here is one molecule with the formula C3H4O2S from the OMol25 dataset. Energies are from ωB97M-V with the def2-TZVPD basis set.

Structure (XYZ):
```
10
Properties=species:S:1:pos:R:3:lowdin_charge:R:1
C 0.104 -1.178 0.226 -0.06
C -0.042 0.311 0.053 -0.44
S 0.577 0.915 -1.976 0.61
O -1.267 0.995 0.427 0.11
C -0.108 1.437 0.944 -0.48
O 0.260 2.327 1.628 0.17
H 1.172 -1.304 0.691 0.14
H 0.016 -1.663 -0.703 0.03
H -0.785 -1.512 0.882 0.13
H 0.072 -0.329 -2.173 -0.20
```

Output
multiplicity: 1
LUMO energy: -0.28 eV
SMILES: C[C@@]1(S)OC1=O
frontier orbital gap: 9.53 eV

=====

(9)
Here is one molecule with the formula C3H4O2S2 from the OMol25 dataset. Energies are from ωB97M-V with the def2-TZVPD basis set.

Structure (XYZ):
```
11
Properties=species:S:1:pos:R:3:lowdin_charge:R:1
O -3.088 -0.005 -0.153 -0.06
C -1.893 -0.002 -0.156 -1.06
S -1.037 -1.559 -0.236 0.98
C 0.735 -1.163 0.019 -0.48
O 1.155 -0.001 -0.629 -0.22
C 0.733 1.160 0.020 -0.49
S -1.040 1.567 -0.236 0.97
H 1.271 -1.985 -0.408 0.08
H 0.937 -1.079 1.076 0.08
H 1.273 1.999 -0.409 0.09
H 0.955 1.068 1.112 0.10
```

Output
multiplicity: 1
LUMO energy: 0.43 eV
SMILES: O=C1SCOCS1
frontier orbital gap: 10.20 eV

=====

(10)
Here is C3H4O2Tb as an isolated structure from the OMol25 dataset. Energies are from ωB97M-V with the def2-TZVPD basis set.

Structure (XYZ):
```
10
Properties=species:S:1:pos:R:3:lowdin_charge:R:1
C 1.169 0.002 0.917 -0.35
C 2.099 -0.920 1.230 0.23
H 3.149 -0.649 1.345 0.12
H 1.810 -1.967 1.314 0.10
C -0.233 -0.361 1.126 -0.16
O -1.110 0.504 1.113 -0.27
Tb -3.587 0.809 1.243 1.96
H -0.480 -1.433 1.193 0.15
O 1.457 1.300 0.737 0.11
H 0.643 1.824 0.737 0.11
```

Output
⟨S²⟩: 15.765
multiplicity: 8
LUMO energy (alpha / beta): -9.48 / -10.25 eV
frontier orbital gap (alpha / beta): 7.06 / 6.28 eV
charge: +2

=====

(11)
Here is C3H4O3 as an isolated structure from the OMol25 dataset. Energies are from ωB97M-V with the def2-TZVPD basis set.

Structure (XYZ):
```
10
Properties=species:S:1:pos:R:3:lowdin_charge:R:1
O -0.341 1.371 -1.313 0.04
C -0.169 0.155 -0.714 -0.18
C -0.641 0.166 0.711 -0.40
O -1.781 -0.191 0.895 0.06
C 1.283 -0.987 0.000 -0.01
O 0.687 -1.205 1.036 -0.02
H -0.204 2.099 -0.683 0.12
H -0.668 -0.583 -1.340 0.14
H -0.056 0.843 1.381 0.15
H 2.183 -1.667 -0.028 0.11
```

Output
multiplicity: 1
LUMO energy: 0.27 eV
frontier orbital gap: 9.35 eV

=====

(12)
Here is C3H4O3 as an isolated structure from the OMol25 dataset. Energies are from ωB97M-V with the def2-TZVPD basis set.

Structure (XYZ):
```
10
Properties=species:S:1:pos:R:3:lowdin_charge:R:1
O 2.097 0.218 0.823 0.21
C 1.280 -0.048 0.011 -0.55
O 0.598 1.100 -0.795 -0.04
C -0.597 1.030 -0.190 -0.07
C -0.422 -0.971 0.139 -0.01
O 0.859 -1.196 -0.509 0.04
H -0.661 1.412 0.824 0.10
H -1.473 1.265 -0.824 0.12
H -0.439 -1.581 1.065 0.12
H -1.216 -1.200 -0.536 0.08
```

Output
multiplicity: 1
LUMO energy: 0.73 eV
frontier orbital gap: 10.81 eV

=====

no.,strongest force on any atom (hartree/bohr)
1,0.073
2,0.096
3,0.089
4,0.072
5,0.023
6,0.077
7,0.068
8,0.071
9,0.018
10,0.064
11,0.031
12,0.074